Arrangement a

Computed, not measured: the molecule C2F2N2O2, with ωB97M-V with the def2-TZVPD basis set.

Last column: Mulliken charge in e.
CARTESIAN COORDINATES (ANGSTROEM)
F  1.38  1.10  0.12  -0.21
F  0.77  -0.07  -1.55  -0.21
O  -0.13  -2.02  0.11  -0.49
O  0.98  -0.83  1.56  -0.49
N  0.39  -1.05  0.55  0.84
N  -2.04  1.29  -0.14  -0.23
C  0.35  0.39  -0.40  0.80
C  -0.96  0.97  -0.28  0.00

Results
spin multiplicity = 1
lowest unoccupied orbital energy = -0.5 eV
gap between HOMO and LUMO = 11.090 eV
SMILES = N#CC(F)(F)[N+](=O)[O-]


Arrangement b

Computed, not measured: a cluster of 2 separate species, C2F2N2O2 in total, with ωB97M-V with the def2-TZVPD basis set.

Last column: Mulliken charge in e.
CARTESIAN COORDINATES (ANGSTROEM)
F  -0.69  0.23  2.41  -0.22
F  -1.03  -1.23  0.87  -0.23
O  -0.19  0.54  -1.09  -0.33
O  -0.59  0.62  -3.33  -0.32
N  2.12  -0.22  0.94  -0.59
N  1.02  -0.30  1.14  0.56
C  -0.25  -0.23  1.29  0.52
C  -0.40  0.58  -2.23  0.62

Results
spin multiplicity = 1
lowest unoccupied orbital energy = 0.2 eV
gap between HOMO and LUMO = 8.695 eV


Energetically preferred structure: arrangement b | next structure: +1.828 eV


Arrangement a

Computed, not measured: a cluster of 2 separate species, C2H2Cl2O2S in total, with ωB97M-V with the def2-TZVPD basis set.

Last column: Mulliken charge in e.
CARTESIAN COORDINATES (ANGSTROEM)
Cl  0.62  -2.74  1.05  -0.08
Cl  -1.74  -1.47  -0.25  -0.08
S  0.00  1.58  -0.40  0.87
O  0.22  1.20  -1.79  -0.49
O  0.06  2.96  -0.02  -0.47
C  0.43  0.52  0.77  -0.39
C  -0.03  -1.51  0.04  -0.05
H  0.04  0.86  1.66  0.37
H  0.39  -1.40  -1.06  0.32

Results
spin multiplicity = 1
lowest unoccupied orbital energy (alpha / beta) = -1.2 / -1.2 eV
gap between HOMO and LUMO (alpha / beta) = 8.656 / 8.655 eV


Arrangement b

Computed, not measured: a cluster of 2 separate species, C2H2Cl2O2S in total, with ωB97M-V with the def2-TZVPD basis set.

Last column: Mulliken charge in e.
CARTESIAN COORDINATES (ANGSTROEM)
Cl  2.30  2.36  1.15  -0.15
Cl  2.69  -0.56  0.67  -0.08
S  -0.97  -1.70  -0.20  0.37
O  1.04  0.97  -0.73  -0.32
O  -0.18  -1.35  1.03  -0.50
C  1.75  0.88  0.20  0.55
C  -2.03  -0.49  -0.57  -0.43
H  -2.28  0.43  0.04  0.26
H  -2.31  -0.54  -1.59  0.30

Results
spin multiplicity = 1
lowest unoccupied orbital energy (alpha / beta) = -0.6 / -0.6 eV
gap between HOMO and LUMO (alpha / beta) = 9.230 / 9.230 eV


Energetically preferred structure: arrangement b | next structure: +3.343 eV


Arrangement a

Computed, not measured: a structure of composition CH5NOP, with ωB97M-V with the def2-TZVPD basis set.

Last column: Mulliken charge in e.
CARTESIAN COORDINATES (ANGSTROEM)
P  -1.95  0.41  0.05  0.25
O  0.78  1.77  0.39  -0.22
N  0.43  0.65  0.14  0.27
C  1.20  -0.51  0.19  -0.65
H  -1.58  0.11  -1.22  0.15
H  0.64  -1.49  0.49  0.26
H  -2.46  1.73  -0.34  0.18
H  1.54  -0.65  -0.77  0.37
H  2.00  -0.29  0.83  0.38

Results
spin multiplicity = 1
lowest unoccupied orbital energy = -7.0 eV
gap between HOMO and LUMO = 8.650 eV
net charge = +1


Arrangement b

Computed, not measured: the ion CH5NOP with charge +1, with ωB97M-V with the def2-TZVPD basis set.

Last column: Mulliken charge in e.
CARTESIAN COORDINATES (ANGSTROEM)
P  -1.11  -0.66  -1.58  0.59
O  -1.71  0.85  -1.70  -0.39
N  -0.09  -0.81  -0.22  -0.14
C  0.57  0.07  0.71  -0.66
H  0.37  1.16  0.62  0.24
H  0.37  -0.09  1.78  0.31
H  1.63  0.14  0.65  0.34
H  -1.41  1.72  -1.62  0.38
H  0.12  -1.87  -0.08  0.34

Results
spin multiplicity = 1
lowest unoccupied orbital energy (alpha / beta) = -6.4 / -6.4 eV
gap between HOMO and LUMO (alpha / beta) = 9.975 / 9.976 eV
SMILES = C/[NH+]=P\O
net charge = +1


Energetically preferred structure: arrangement b | next structure: +4.671 eV


Arrangement a

Computed, not measured: a cluster of 3 separate species, C3H14N2O3 in total, with ωB97M-V with the def2-TZVPD basis set.

Last column: Mulliken charge in e.
CARTESIAN COORDINATES (ANGSTROEM)
O  -1.18  -3.22  0.93  -0.65
O  -0.03  -1.74  -2.16  -0.51
O  -0.24  2.91  -1.27  -0.65
N  -0.67  0.93  1.78  -0.50
N  1.37  0.53  0.22  -0.37
C  0.92  -0.83  -0.18  -0.28
C  0.79  0.90  1.52  -0.73
C  -0.31  -0.77  -1.08  -0.54
H  0.87  -1.51  0.69  0.42
H  0.29  -1.23  -2.91  0.30
H  -1.25  -1.04  -0.56  0.09
H  -1.17  0.09  1.56  0.24
H  0.97  1.96  1.67  0.41
H  1.75  -1.09  -0.83  0.26
H  1.06  1.27  -0.44  0.21
H  1.22  0.15  2.20  0.41
H  0.69  3.19  -1.27  0.33
H  -0.71  3.33  -0.54  0.31
H  -0.82  -3.19  0.03  0.36
H  -0.51  0.28  -1.41  0.34
H  -1.15  1.67  1.27  0.23
H  -1.90  -2.60  0.79  0.31

Results
spin multiplicity = 1
lowest unoccupied orbital energy = 0.4 eV
gap between HOMO and LUMO = 9.180 eV
SMILES = NCNCCO.O.O


Arrangement b

Computed, not measured: a cluster of 4 separate species, C3H14N2O3 in total, with ωB97M-V with the def2-TZVPD basis set.

Last column: Mulliken charge in e.
CARTESIAN COORDINATES (ANGSTROEM)
O  -1.69  1.92  -1.58  -0.67
O  1.08  1.62  -0.58  -0.54
O  1.33  -0.27  -2.31  -0.59
N  -0.84  -0.60  0.35  -0.38
N  0.29  -2.50  -0.46  -0.47
C  -0.34  0.62  2.36  -1.20
C  -0.61  -1.47  -0.56  0.13
C  -0.07  -0.64  1.59  -0.59
H  -1.22  -1.66  -1.46  0.39
H  1.00  -0.73  1.34  0.37
H  1.52  1.13  0.11  0.35
H  -1.45  2.77  -1.23  0.32
H  2.00  0.29  -2.74  0.29
H  -1.34  0.68  2.80  0.38
H  1.13  -2.13  -0.03  0.17
H  0.15  1.68  -0.34  0.08
H  -0.59  -1.47  2.16  0.34
H  0.39  0.69  3.17  0.33
H  -0.29  1.56  1.81  0.26
H  0.56  0.29  -2.27  0.34
H  0.47  -3.08  -1.26  0.29
H  -1.47  1.28  -0.89  0.38

Results
spin multiplicity = 1
lowest unoccupied orbital energy = 0.7 eV
gap between HOMO and LUMO = 10.105 eV
SMILES = CC/N=C\N.O.O.O


Energetically preferred structure: arrangement b | next structure: +0.693 eV


Arrangement a

Computed, not measured: the ion C5H10O2P with charge -1, with ωB97M-V with the def2-TZVPD basis set.

Last column: Mulliken charge in e.
CARTESIAN COORDINATES (ANGSTROEM)
P  0.17  1.69  -1.04  0.38
O  0.66  3.07  -1.08  -0.72
O  0.03  1.35  -2.81  -0.58
C  1.35  0.15  0.92  -0.70
C  1.61  0.52  -0.57  -0.84
C  -2.15  -0.38  -0.11  -1.01
C  -1.24  0.19  0.98  -0.46
C  0.10  -0.60  1.31  -0.25
H  -0.08  -0.85  2.34  0.36
H  -2.54  0.45  -0.58  0.29
H  -1.56  -1.04  -0.73  0.27
H  1.37  1.22  1.31  0.31
H  1.59  -0.40  -1.19  0.36
H  2.55  1.00  -0.70  0.39
H  0.03  2.27  -3.08  0.26
H  2.19  -0.52  1.21  0.31
H  -0.01  -1.56  0.66  0.17
H  -2.95  -0.87  0.34  0.47

Results
spin multiplicity = 1
lowest unoccupied orbital energy = 4.1 eV
gap between HOMO and LUMO = 7.010 eV
net charge = -1


Arrangement b

Computed, not measured: a cluster of 2 separate species, C5H10O2P in total, with ωB97M-V with the def2-TZVPD basis set.

Last column: Mulliken charge in e.
CARTESIAN COORDINATES (ANGSTROEM)
P  -0.30  0.63  0.02  0.66
O  -4.83  0.38  -1.20  -0.43
O  -4.41  -0.77  0.81  -0.29
C  -0.85  -1.20  0.12  -1.07
C  -1.42  1.80  0.49  -1.02
C  -0.11  0.63  -1.94  -1.17
C  -4.52  -0.14  -0.17  0.67
C  1.43  0.19  0.84  -1.14
H  -1.25  0.80  -2.32  0.22
H  0.27  -0.14  -2.63  0.36
H  2.31  0.52  0.25  0.32
H  -0.90  1.85  1.44  0.11
H  -1.87  -1.06  -0.19  0.07
H  0.37  1.58  -2.16  0.38
H  1.38  0.73  1.78  0.28
H  1.62  -0.86  1.08  0.34
H  -0.91  -1.52  1.18  0.36
H  -0.41  -1.94  -0.59  0.32

Results
spin multiplicity = 1
lowest unoccupied orbital energy = 3.4 eV
gap between HOMO and LUMO = 5.097 eV
net charge = -1


Energetically preferred structure: arrangement a | next structure: +0.889 eV


Arrangement a

Computed, not measured: a cluster of 2 separate species, C2H8NOS in total, with ωB97M-V with the def2-TZVPD basis set.

Last column: Mulliken charge in e.
CARTESIAN COORDINATES (ANGSTROEM)
S  0.46  -2.20  -2.12  -0.25
O  0.70  0.08  0.59  -0.86
N  0.79  2.23  1.59  -0.80
C  -0.81  -1.08  -1.56  -0.26
C  0.26  0.81  1.59  -0.46
H  -0.34  -0.39  -0.80  -0.02
H  0.49  2.56  0.70  0.28
H  -1.22  -0.51  -2.40  0.27
H  -1.59  -1.63  -1.01  0.22
H  0.54  0.48  2.61  0.30
H  -0.19  -3.35  -2.31  0.05
H  1.79  2.10  1.51  0.28
H  -0.86  0.90  1.61  0.25

Results
spin multiplicity = 1
lowest unoccupied orbital energy = 3.4 eV
gap between HOMO and LUMO = 6.254 eV
net charge = -1


Arrangement b

Computed, not measured: a cluster of 2 separate species, C2H8NOS in total, with ωB97M-V with the def2-TZVPD basis set.

Last column: Mulliken charge in e.
CARTESIAN COORDINATES (ANGSTROEM)
S  -0.56  0.07  -1.45  -0.59
O  1.64  1.38  0.46  -0.51
N  1.50  -0.83  1.40  -0.64
C  -2.27  -0.39  -1.84  -0.77
C  1.26  0.60  1.56  -0.34
H  -2.71  0.35  -2.52  0.20
H  0.85  -1.15  0.68  0.26
H  -2.90  -0.46  -0.95  0.20
H  2.44  -0.94  1.03  0.26
H  1.04  1.07  -0.25  0.12
H  1.82  0.96  2.43  0.29
H  -2.31  -1.36  -2.35  0.20
H  0.20  0.68  1.81  0.32

Results
spin multiplicity = 1
lowest unoccupied orbital energy = 4.3 eV
gap between HOMO and LUMO = 7.030 eV
net charge = -1


Energetically preferred structure: arrangement b | next structure: +1.311 eV


Arrangement a

Computed, not measured: a structure of composition C3H4N2S, with ωB97M-V with the def2-TZVPD basis set.

Last column: Mulliken charge in e.
CARTESIAN COORDINATES (ANGSTROEM)
S  4.15  0.35  0.03  0.36
N  2.54  0.91  -0.09  -0.09
N  2.14  -1.37  0.04  -0.19
C  -0.93  -0.59  0.05  -0.20
C  1.72  -0.14  -0.11  0.29
C  3.38  -1.17  -0.03  0.34
H  2.40  1.93  -0.23  0.35
H  -1.34  -0.64  -0.98  0.37
H  -1.23  0.25  0.53  0.37
H  -0.21  -1.16  0.65  0.41

Results
expectation value of S² = 2.020
spin multiplicity = 3
lowest unoccupied orbital energy (alpha / beta) = -12.8 / -13.9 eV
gap between HOMO and LUMO (alpha / beta) = 7.183 / 7.022 eV
net charge = +2


Arrangement b

Computed, not measured: the ion C3H4N2S with charge +2, with ωB97M-V with the def2-TZVPD basis set.

Last column: Mulliken charge in e.
CARTESIAN COORDINATES (ANGSTROEM)
S  2.50  -1.00  0.02  0.66
N  0.90  -0.99  -0.13  -0.13
N  0.84  1.26  -0.08  -0.04
C  1.97  1.65  0.00  0.15
C  -1.32  0.13  0.05  -1.01
C  0.14  0.15  -0.02  0.87
H  0.44  -1.86  -0.23  0.33
H  -1.83  0.87  -0.51  0.38
H  -1.80  0.72  1.05  0.41
H  -1.85  -0.92  -0.15  0.37

Results
expectation value of S² = 2.009
spin multiplicity = 3
lowest unoccupied orbital energy (alpha / beta) = -12.1 / -14.8 eV
gap between HOMO and LUMO (alpha / beta) = 9.829 / 7.569 eV
net charge = +2


Energetically preferred structure: arrangement b | next structure: +2.316 eV